[1]
138
Properties=species:S:1:pos:R:3 method="wB97M-V/def2-TZVPD" fmax_ha_per_bohr=0.0446 smiles=COCCNCCOC.COCCNCCOC.COCCNCCOC.CC(C)O.CC(C)O.CC(C)O.CC(C)O.CO.CO.CO e_homo_ev=-8.48 total_charge=0 orbital_gap_ha=0.3257 e_above_lowest_kj_mol=320.4 total_energy_ev=-66742.33683
C 7.705 3.286 -0.874
O 7.463 1.959 -1.385
H 7.323 4.041 -1.562
H 7.204 3.451 0.080
H 8.779 3.474 -0.892
H 8.046 1.371 -0.900
C 3.953 3.415 -1.399
O 3.160 2.490 -2.270
H 4.202 2.942 -0.449
H 4.806 3.732 -1.999
H 3.443 4.368 -1.254
H 3.582 1.638 -2.141
C 8.406 -2.479 1.021
O 9.621 -2.656 0.303
H 8.701 -2.035 1.972
H 7.615 -1.855 0.605
H 8.061 -3.430 1.428
H 9.708 -3.610 0.236
C 1.079 4.150 6.894
O 2.166 4.966 6.485
C 1.924 5.773 5.355
C 1.046 7.018 5.694
N -0.369 6.763 5.208
C -0.546 6.795 3.792
C -1.941 6.218 3.475
O -2.220 4.881 3.919
C -1.594 3.787 3.331
H 0.238 4.823 7.058
H 1.419 3.569 7.751
H 0.931 3.461 6.062
H 1.414 5.184 4.593
H 2.907 6.046 4.970
H 1.509 7.928 5.314
H 0.947 7.147 6.772
H -0.747 5.901 5.574
H 0.149 6.106 3.310
H -0.542 7.794 3.357
H -2.208 6.212 2.419
H -2.748 6.802 3.919
H -1.878 3.535 2.309
H -1.921 2.904 3.879
H -0.510 3.824 3.439
C -2.219 -8.251 3.690
O -2.697 -7.109 4.464
C -4.087 -6.851 4.301
C -4.224 -5.385 4.788
N -3.524 -4.526 3.789
C -3.734 -3.112 3.912
C -2.819 -2.270 2.993
O -1.483 -2.498 3.372
C -0.527 -1.941 2.574
H -2.467 -8.097 2.640
H -2.676 -9.197 3.977
H -1.139 -8.359 3.786
H -4.685 -7.453 4.986
H -4.500 -6.895 3.294
H -3.936 -5.373 5.839
H -5.293 -5.171 4.764
H -2.582 -4.886 3.738
H -3.646 -2.792 4.950
H -4.751 -2.805 3.672
H -3.062 -1.209 3.038
H -3.053 -2.700 2.019
H 0.432 -2.437 2.724
H -0.513 -0.879 2.818
H -0.724 -2.052 1.508
C -3.364 1.224 0.652
O -2.064 0.896 0.114
C -2.112 -0.181 -0.838
C -0.871 -0.305 -1.752
N 0.230 -0.805 -0.899
C 1.311 0.151 -1.122
C 2.490 -0.341 -0.270
O 3.767 0.269 -0.638
C 4.813 -0.586 -1.193
H -4.030 1.695 -0.071
H -3.236 2.089 1.302
H -3.785 0.401 1.230
H -3.000 -0.006 -1.445
H -2.324 -1.154 -0.396
H -0.641 0.705 -2.090
H -1.055 -0.974 -2.592
H -0.164 -0.947 0.020
H 0.956 1.128 -0.794
H 1.536 0.213 -2.187
H 2.655 -1.417 -0.322
H 2.338 -0.066 0.774
H 4.995 -1.470 -0.583
H 5.762 -0.052 -1.243
H 4.664 -0.875 -2.234
C 1.403 4.230 -4.592
C 0.663 2.968 -4.877
C 1.164 2.234 -6.064
O 0.878 2.115 -3.784
H 2.488 4.202 -4.494
H 0.971 4.577 -3.653
H 1.170 4.889 -5.428
H -0.401 3.204 -4.886
H 2.181 1.871 -5.920
H 1.020 2.752 -7.013
H 0.441 1.434 -6.224
H 1.718 2.397 -3.417
C -6.785 2.273 -2.094
C -6.562 0.770 -2.352
C -7.013 -0.242 -1.259
O -7.177 0.462 -3.558
H -5.878 2.801 -2.387
H -6.729 2.423 -1.016
H -7.634 2.824 -2.500
H -5.484 0.770 -2.514
H -6.559 -0.051 -0.287
H -6.846 -1.311 -1.384
H -8.086 -0.151 -1.085
H -6.456 0.538 -4.188
C -3.443 -2.123 -4.419
C -3.210 -3.567 -4.340
C -1.777 -3.890 -4.944
O -3.349 -4.040 -2.975
H -2.761 -1.601 -3.748
H -4.443 -1.973 -4.011
H -3.173 -1.742 -5.403
H -3.958 -4.099 -4.928
H -1.681 -4.970 -5.061
H -0.917 -3.685 -4.307
H -1.550 -3.527 -5.946
H -3.152 -4.956 -3.184
C 2.253 -3.451 -2.516
C 3.381 -3.503 -3.532
C 4.467 -4.463 -3.088
O 2.683 -3.946 -4.747
H 2.501 -2.996 -1.557
H 1.834 -4.379 -2.127
H 1.399 -2.865 -2.854
H 3.713 -2.489 -3.753
H 5.102 -4.107 -2.277
H 5.142 -4.588 -3.934
H 3.989 -5.383 -2.749
H 3.219 -4.668 -5.085

---

[2]
144
Properties=species:S:1:pos:R:3 method="wB97M-V/def2-TZVPD" fmax_ha_per_bohr=0.0370 smiles="COC[C@H](C)N.COC[C@H](C)N.COC[C@H](C)N.COC[C@H](C)N.COC[C@H](C)N.COC[C@H](C)N.COC[C@H](C)N.COC[C@H](C)N.NC(N)=O" e_homo_ev=-9.05 total_charge=0 orbital_gap_ha=0.3499 e_above_lowest_kj_mol=66.5 total_energy_ev=-69038.51565
C 3.149 -5.624 -0.825
C 4.182 -5.274 0.215
C 5.164 -6.421 0.396
O 6.105 -6.232 1.442
C 5.553 -6.013 2.718
N 4.873 -4.010 -0.168
H 2.611 -4.777 -1.243
H 2.440 -6.399 -0.522
H 3.672 -6.138 -1.647
H 3.735 -5.067 1.189
H 5.793 -6.493 -0.499
H 4.670 -7.398 0.506
H 6.360 -6.109 3.443
H 4.786 -6.765 2.937
H 5.145 -5.005 2.830
H 5.832 -4.138 0.170
H 5.049 -4.052 -1.174
C -2.404 -3.932 -0.779
C -2.994 -4.099 -2.174
C -2.045 -3.651 -3.252
O -2.135 -2.249 -3.360
C -1.276 -1.715 -4.330
N -3.347 -5.512 -2.405
H -2.303 -2.878 -0.510
H -1.344 -4.220 -0.807
H -2.932 -4.550 -0.058
H -3.890 -3.467 -2.222
H -2.251 -4.119 -4.232
H -1.005 -3.967 -3.055
H -1.579 -2.014 -5.344
H -0.241 -2.042 -4.165
H -1.254 -0.628 -4.309
H -3.897 -5.866 -1.632
H -3.924 -5.549 -3.237
C 2.350 3.426 2.943
C 2.590 3.868 1.497
C 3.206 5.260 1.493
O 2.181 6.193 1.696
C 2.605 7.530 1.626
N 3.494 2.932 0.797
H 2.034 4.236 3.600
H 3.285 3.031 3.350
H 1.624 2.609 2.982
H 1.676 3.935 0.905
H 3.685 5.425 0.512
H 4.037 5.336 2.211
H 1.785 8.151 1.980
H 2.854 7.808 0.594
H 3.492 7.689 2.249
H 2.900 2.376 0.185
H 3.881 2.244 1.435
C 0.331 -2.579 5.605
C -0.777 -1.552 5.758
C -1.563 -1.384 4.450
O -0.685 -0.968 3.446
C -1.205 -1.111 2.136
N -1.611 -1.838 6.926
H 1.124 -2.160 4.989
H -0.041 -3.465 5.086
H 0.733 -2.815 6.588
H -0.361 -0.552 5.932
H -2.369 -0.660 4.654
H -2.044 -2.340 4.180
H -2.113 -0.514 2.004
H -1.354 -2.167 1.887
H -0.421 -0.729 1.481
H -2.329 -1.124 7.033
H -2.169 -2.673 6.743
C -0.564 1.950 0.157
C 0.422 1.010 -0.527
C -0.279 -0.068 -1.357
O 0.697 -0.870 -1.977
C 0.961 -2.084 -1.309
N 1.370 1.800 -1.343
H -0.089 2.770 0.689
H -1.239 1.412 0.823
H -1.162 2.415 -0.640
H 1.023 0.529 0.258
H -0.883 0.446 -2.111
H -0.941 -0.659 -0.712
H 1.671 -2.654 -1.898
H 0.031 -2.668 -1.242
H 1.258 -1.907 -0.269
H 1.922 1.124 -1.872
H 0.811 2.244 -2.079
C -8.087 0.411 1.167
C -7.805 1.719 0.432
C -6.341 2.002 0.179
O -5.588 1.555 1.271
C -4.205 1.758 1.087
N -8.647 1.840 -0.766
H -7.661 0.424 2.166
H -7.674 -0.423 0.593
H -9.161 0.267 1.296
H -8.106 2.493 1.167
H -6.202 3.088 0.034
H -6.002 1.567 -0.777
H -3.850 1.265 0.168
H -3.702 1.267 1.917
H -3.952 2.819 0.995
H -9.591 1.584 -0.503
H -8.695 2.811 -1.056
C -2.050 4.861 2.717
C -1.588 6.269 3.112
C -2.396 6.816 4.275
O -3.791 6.731 4.111
C -4.287 7.593 3.113
N -0.169 6.332 3.452
H -3.087 4.885 2.366
H -2.046 4.193 3.582
H -1.423 4.486 1.909
H -1.733 6.878 2.213
H -2.071 7.838 4.511
H -2.138 6.229 5.165
H -3.948 7.302 2.110
H -3.997 8.641 3.249
H -5.371 7.508 3.145
H 0.451 6.170 2.660
H 0.026 5.542 4.065
C 1.955 -6.025 -6.099
C 2.691 -4.730 -6.349
C 3.121 -4.109 -5.039
O 3.957 -3.012 -5.321
C 4.507 -2.401 -4.164
N 3.885 -4.997 -7.179
H 1.114 -5.914 -5.412
H 2.635 -6.791 -5.720
H 1.562 -6.450 -7.027
H 2.047 -4.007 -6.868
H 3.663 -4.877 -4.459
H 2.269 -3.807 -4.414
H 5.115 -3.097 -3.575
H 3.697 -2.008 -3.542
H 5.157 -1.621 -4.552
H 3.575 -5.148 -8.132
H 4.436 -4.144 -7.184
C 2.543 4.292 -3.663
O 1.671 3.599 -4.163
N 3.189 5.297 -4.348
N 2.912 4.149 -2.353
H 3.847 5.846 -3.827
H 3.024 5.445 -5.323
H 2.388 3.458 -1.835
H 3.794 4.495 -2.021

---

[3]
142
Properties=species:S:1:pos:R:3 method="wB97M-V/def2-TZVPD" fmax_ha_per_bohr=0.0762 e_homo_ev=-3.15 total_charge=-1 orbital_gap_ha=0.1946 total_energy_ev=-66608.15970
C 0.380 0.741 -0.277
O -0.119 1.897 0.394
H 0.252 0.715 -1.359
H 1.362 0.551 0.157
H -0.018 -0.232 0.012
C -4.534 -0.122 -1.395
C -3.705 0.984 -0.823
C -3.797 2.226 -1.648
O -2.692 3.018 -1.403
C -1.664 2.931 -2.399
N -4.265 1.195 0.511
H -4.188 -0.297 -2.414
H -5.600 0.031 -1.231
H -4.359 -1.096 -0.937
H -2.654 0.694 -0.806
H -4.676 2.748 -1.268
H -4.045 2.224 -2.709
H -1.332 1.924 -2.652
H -0.911 3.648 -2.076
H -1.905 3.395 -3.356
H -4.491 0.300 0.923
H -5.222 1.462 0.328
C 2.718 1.518 -4.583
C 1.390 1.013 -5.083
C 1.212 -0.450 -4.511
O 2.223 -1.242 -5.143
C 1.866 -2.527 -4.775
N 0.337 1.863 -4.627
H 3.489 0.932 -5.083
H 2.921 1.515 -3.512
H 2.669 2.560 -4.901
H 1.411 0.844 -6.160
H 0.235 -0.905 -4.674
H 1.134 -0.622 -3.438
H 2.323 -3.339 -5.341
H 0.809 -2.790 -4.816
H 2.129 -2.833 -3.762
H 0.821 2.741 -4.498
H -0.350 2.006 -5.353
C -0.196 1.313 5.809
C -0.828 1.543 4.412
C -2.223 0.882 4.228
O -2.494 0.609 2.811
C -2.104 -0.736 2.441
N -0.875 2.928 4.188
H 0.859 1.585 5.838
H -0.182 0.270 6.123
H -0.763 1.872 6.553
H -0.276 1.153 3.556
H -3.031 1.482 4.648
H -2.436 -0.057 4.739
H -1.186 -1.132 2.874
H -2.050 -0.823 1.356
H -2.791 -1.520 2.760
H 0.105 3.136 4.055
H -1.089 3.312 5.097
C -1.480 -5.260 0.433
C -0.786 -3.948 0.824
C -0.301 -3.965 2.269
O -1.260 -4.465 3.227
C -0.753 -4.534 4.613
N 0.324 -3.697 -0.070
H -1.952 -5.155 -0.543
H -2.169 -5.414 1.264
H -0.921 -6.195 0.409
H -1.542 -3.176 0.680
H 0.024 -2.959 2.536
H 0.636 -4.522 2.262
H -1.324 -5.112 5.340
H -0.376 -3.575 4.968
H 0.187 -5.081 4.677
H 0.776 -2.826 0.168
H 1.023 -4.425 -0.121
C 1.647 6.970 1.171
C 0.221 6.358 1.201
C -0.461 6.300 -0.188
O -1.894 6.254 -0.181
C -2.357 6.790 -1.442
N 0.218 5.013 1.730
H 2.044 7.138 2.172
H 1.641 7.921 0.638
H 2.385 6.341 0.673
H -0.364 7.011 1.849
H -0.031 5.560 -0.863
H -0.144 7.137 -0.811
H -1.924 6.434 -2.376
H -2.276 7.873 -1.527
H -3.435 6.636 -1.504
H 0.911 4.553 1.157
H 0.669 5.049 2.633
C 4.079 -0.555 3.057
C 3.431 -1.910 3.191
C 2.996 -2.452 4.541
O 4.085 -2.114 5.396
C 4.123 -2.681 6.585
N 2.307 -1.953 2.248
H 5.079 -0.503 3.490
H 3.519 0.079 3.743
H 4.221 -0.318 2.003
H 4.223 -2.549 2.803
H 2.951 -3.541 4.525
H 2.060 -1.981 4.840
H 4.511 -3.688 6.433
H 3.183 -2.814 7.120
H 4.865 -2.154 7.185
H 1.976 -1.009 2.112
H 1.565 -2.590 2.501
C -4.978 -5.380 -3.981
C -4.579 -3.894 -4.136
C -3.342 -3.503 -3.271
O -2.977 -2.109 -3.398
C -1.746 -1.858 -2.641
N -4.387 -3.783 -5.613
H -5.484 -5.635 -3.050
H -4.138 -6.069 -4.076
H -5.591 -5.862 -4.743
H -5.473 -3.400 -3.754
H -2.494 -4.052 -3.679
H -3.563 -3.964 -2.308
H -1.363 -0.838 -2.636
H -0.923 -2.477 -2.997
H -2.011 -2.017 -1.596
H -3.513 -4.242 -5.825
H -4.191 -2.816 -5.828
C 4.029 2.594 -0.212
C 3.068 3.792 -0.732
O 2.052 3.770 0.211
H 3.611 1.597 -0.348
H 4.162 2.713 0.863
H 4.985 2.585 -0.736
H 2.672 3.472 -1.696
H 3.426 4.820 -0.796
H 1.536 2.967 0.110
C 4.859 -1.032 -1.186
C 3.547 -1.752 -1.214
O 3.504 -2.801 -0.253
H 5.011 -0.444 -2.092
H 5.774 -1.624 -1.183
H 5.014 -0.348 -0.352
H 3.564 -2.330 -2.138
H 2.758 -1.000 -1.178
H 3.456 -2.411 0.622

---

| no. | lowest unoccupied orbital energy (eV) |
| --- | --- |
| 1 | 0.4 |
| 2 | 0.5 |
| 3 | 2.1 |